Record 1
{"formula": "C5H14", "method": "wB97M-V/def2-TZVPD", "spin_multiplicity": 2, "homo_lumo_gap_ev": [12.1, 3.3], "total_charge": 1, "e_lumo_ev": [-3.07, -11.62], "elements": ["H", "C", "H", "H", "H", "H", "H", "H", "C", "C", "H", "C", "H", "H", "H", "C", "H", "H", "H"], "xyz": [[-2.3878, -2.0812, -2.5398], [1.8398, 1.9609, 1.2866], [2.5361, 2.7305, 1.5848], [-0.8854, -1.0631, -2.6506], [0.1251, 2.9646, 0.7133], [1.0076, -1.4368, -0.7873], [-2.3700, -0.5416, -1.7401], [-0.8259, -3.0827, -1.0093], [-1.6560, -1.3719, -2.0159], [0.2032, -1.3159, -0.1937], [-1.7816, -2.0916, 0.0973], [-1.0456, -2.1048, -0.7221], [0.1518, 2.8156, 2.4778], [-0.1369, 1.4032, 1.3078], [2.1108, 1.6000, 0.2294], [0.3294, 2.3389, 1.4477], [2.1453, 1.1220, 1.8874], [0.6932, -1.6228, 0.7803], [-0.0531, -0.2234, -0.1537]], "forces_ev_per_a": [[1.47, 0.58, 0.74], [0.03, -0.40, -1.11], [0.03, 0.51, -0.19], [1.67, 0.23, -0.67], [-1.50, 3.02, -3.22], [2.98, -1.11, -2.48], [1.30, -0.60, 0.18], [0.84, -1.55, -1.06], [-5.59, -0.32, -0.45], [-4.48, -0.29, 0.71], [-0.75, 0.86, -0.32], [3.29, 2.48, 2.42], [0.03, -0.91, -1.63], [-1.40, -0.88, 0.13], [-0.56, 0.79, 1.16], [3.48, -1.62, 4.27], [-0.15, -0.56, 0.58], [-0.50, 0.43, 0.08], [-0.20, -0.65, 0.86]]}

***

Record 2
{"formula": "C5H6O2", "method": "wB97M-V/def2-TZVPD", "homo_lumo_gap_ev": 9.9, "e_lumo_ev": 0.68, "elements": ["H", "H", "O", "C", "H", "C", "H", "O", "C", "H", "C", "C", "H"], "xyz": [[-0.5345, 2.0401, -0.8721], [-2.0159, -1.1994, -0.0824], [1.5223, -1.2227, 0.1469], [-0.2318, 1.8285, 0.1239], [-1.2020, -2.6265, 0.2877], [0.0869, -0.7948, 0.1089], [-1.2341, 1.7487, 0.4069], [2.9324, 0.6591, 0.2113], [0.4432, 0.4943, 0.2060], [0.2161, 2.6403, 0.5598], [-1.0437, -1.6667, -0.1736], [1.8810, 0.1273, 0.2116], [-0.8199, -2.0279, -1.1350]], "forces_ev_per_a": [[0.89, 0.53, -1.61], [0.08, 0.57, -0.41], [-0.12, -1.71, -0.15], [-0.83, -2.62, -1.32], [0.76, -0.20, 1.28], [2.60, 1.41, 1.00], [-1.62, -0.25, 1.78], [0.34, -0.42, 0.06], [-1.28, 1.48, -0.02], [1.31, 1.71, 1.11], [-0.27, -0.33, 0.38], [-1.58, -0.06, -0.12], [-0.29, -0.12, -1.99]]}

***

Record 3
{"formula": "H5NO2Si", "method": "wB97M-V/def2-TZVPD", "homo_lumo_gap_ev": 10.3, "e_lumo_ev": 0.40, "elements": ["O", "O", "H", "N", "H", "H", "Si", "H", "H"], "xyz": [[-1.7435, 0.2414, 0.0875], [0.3903, 1.2268, -1.0218], [1.6091, -1.0072, 0.5139], [0.6171, -1.1769, 0.4077], [0.7632, 1.4502, 1.6212], [-2.0216, -0.5193, 0.5919], [-0.1904, 0.3737, 0.2501], [0.5489, -1.5539, -0.5494], [0.0269, 0.9652, -1.9011]], "forces_ev_per_a": [[-2.03, -0.29, 0.08], [-0.63, -0.20, -1.38], [0.15, 0.03, 0.38], [-0.85, 0.45, -1.02], [-2.03, -1.83, -2.03], [-0.80, -0.45, 0.25], [5.80, 2.24, 2.26], [-0.02, -0.39, 0.50], [0.41, 0.44, 0.96]]}

***

Record 4
{"formula": "C41H31MnN8O2S", "method": "wB97M-V/def2-TZVPD", "spin_multiplicity": 5, "homo_lumo_gap_ev": [6.3, 6.3], "total_charge": 2, "e_lumo_ev": [-6.27, -6.35], "elements": ["C", "C", "C", "C", "C", "C", "C", "N", "H", "H", "C", "H", "H", "C", "H", "N", "H", "C", "H", "H", "S", "C", "H", "H", "C", "H", "N", "C", "N", "H", "H", "C", "C", "H", "H", "H", "O", "C", "N", "H", "H", "C", "C", "C", "H", "H", "C", "C", "H", "N", "H", "H", "H", "C", "H", "C", "C", "C", "Mn", "C", "N", "H", "C", "C", "H", "C", "C", "C", "N", "C", "C", "H", "H", "C", "C", "C", "C", "H", "C", "C", "C", "H", "O", "C"], "xyz": [[5.2530, 1.6387, 0.3057], [-3.8132, -2.1553, -2.1452], [-1.2884, 4.3126, 1.2146], [-0.9706, 2.5046, 2.6246], [-4.9972, 0.7623, 0.7525], [-3.7368, -3.5094, -2.4002], [-4.8433, 1.9556, -1.1619], [-1.8467, 2.1022, 0.4543], [-7.0324, 1.1737, 1.5900], [-4.4210, -1.4590, -2.7633], [-1.3370, 1.6187, 1.6012], [6.3774, 4.5226, -0.7571], [-4.3223, -3.9585, -3.1756], [-2.2146, -3.8268, -0.7800], [7.1126, 2.9636, -1.4029], [3.0229, 1.5076, -0.6049], [-4.2632, 4.3477, -5.1826], [2.7686, -2.3455, -2.6426], [-1.6528, -4.5220, -0.1415], [0.0920, -4.6128, 2.8946], [-6.4777, 2.3366, -0.5147], [-1.8277, 3.4229, 0.2685], [0.9187, -0.8688, 4.7781], [-2.5194, 2.6603, -5.8796], [1.8136, -0.4042, -1.5550], [4.6473, -1.6809, 2.2930], [-1.0186, 3.8346, 2.4448], [1.9131, 0.9218, -1.1255], [-2.9415, -4.3625, -1.7764], [-4.6168, 0.1334, 1.5583], [1.0613, 1.5847, -1.1069], [0.3327, -2.0286, -2.7137], [-4.1823, 1.0666, -0.3784], [0.0662, 0.0828, 3.3476], [1.8093, -5.5961, 4.3504], [1.4509, -3.6161, -3.7233], [5.3218, 2.7950, -0.4215], [-1.2152, 0.1917, 1.6623], [-1.9032, -0.5127, 0.7506], [-5.4747, 3.8771, -2.9447], [-1.0379, 5.3593, 1.0471], [-3.9614, 3.5135, -4.5348], [3.7654, -0.1427, 1.0014], [6.1130, -0.1578, 1.7060], [3.2112, 2.5088, -0.8887], [-1.2693, -3.6694, 1.8707], [-2.4061, -2.5308, -0.3649], [-0.4036, -1.9149, 2.6890], [-2.2092, 3.7762, -0.7067], [-3.0039, 1.6598, -2.6854], [6.9766, -0.5722, 2.1942], [3.9319, -0.9565, -1.4711], [7.2611, 3.3632, 0.2894], [1.5060, -2.7475, -3.0721], [2.7295, -0.5122, 1.0562], [1.5655, -4.5632, 4.4338], [4.8231, -0.7269, 1.7295], [6.6206, 3.4534, -0.5726], [-2.4688, 0.5158, -1.0216], [-0.4980, -0.5142, 2.6356], [-3.1211, -1.6883, -1.1103], [-1.4684, 1.3540, -3.9810], [-6.2613, 1.2673, 0.7705], [1.1200, -1.9219, 4.7112], [-0.6442, -2.3893, -2.9970], [0.6837, -3.9725, 3.5698], [-4.6055, 3.3420, -3.3036], [4.0012, 0.9818, 0.2210], [2.1468, -3.9368, 5.4580], [1.9838, -2.6258, 5.5097], [-2.3970, 1.8789, -3.8869], [2.6601, -2.0351, 6.2011], [-0.6859, 2.1646, 3.6346], [-2.9184, 2.6529, -4.8723], [6.3472, 1.0707, 1.0224], [-4.2160, 2.3396, -2.4565], [-1.2460, -2.5817, 1.8418], [7.3668, 1.5505, 0.9268], [0.4228, -0.7826, -2.0349], [2.8999, -1.2745, -1.7974], [0.4725, -2.5904, 3.6493], [3.6506, -2.9220, -2.9331], [-0.6275, -0.0214, -1.8541], [-1.8545, -1.8592, 0.7823]], "forces_ev_per_a": [[0.98, -0.17, -0.24], [0.25, 0.56, 0.34], [-0.25, -1.39, 0.92], [-0.55, 0.60, 0.11], [0.84, -1.57, 1.12], [-0.32, -0.97, -0.98], [-0.78, 0.65, -1.21], [0.84, 0.65, 0.38], [1.07, 0.08, -1.21], [0.53, -0.57, 0.61], [0.04, 1.72, -0.08], [0.34, -0.89, -0.04], [-0.39, -0.01, -0.42], [-0.77, -1.47, 1.04], [0.18, 0.22, -0.33], [-1.13, 2.01, -1.24], [0.04, -0.66, 0.10], [0.77, -0.12, 0.62], [0.09, 0.28, -0.65], [0.78, 0.41, 0.14], [1.05, 0.20, -1.62], [0.17, 0.61, -0.85], [0.50, 0.25, 0.55], [0.32, 0.12, 0.26], [-2.91, 0.09, -0.28], [0.17, 1.16, -0.55], [0.82, -0.41, -0.66], [1.86, -0.05, 1.19], [0.75, 0.92, 0.71], [-0.27, 0.02, -0.16], [-0.24, 0.01, -0.93], [1.49, -0.35, -0.29], [-2.08, 0.34, 0.97], [-0.01, -0.16, -0.20], [-0.10, -0.75, -0.03], [-0.28, 0.05, 0.21], [0.59, -0.05, 0.51], [-0.20, -3.01, 1.32], [0.69, -0.57, -0.16], [0.03, 0.49, -0.56], [-0.56, -0.19, -0.13], [-0.55, 0.30, 0.41], [0.46, -0.25, 0.67], [-0.44, 1.52, -0.92], [-0.61, -1.34, 0.85], [-0.28, 0.35, -0.23], [-0.67, 0.72, -1.12], [-0.67, 1.44, 0.68], [0.22, -0.16, 0.64], [-1.66, 1.34, -0.58], [-0.11, -0.46, 0.27], [-1.33, -0.50, -0.29], [-0.14, 0.12, 0.45], [-1.82, 0.90, 0.25], [0.71, -0.17, -0.07], [-0.02, -0.09, 1.18], [-0.05, -0.49, 0.17], [-1.14, 0.30, -0.35], [1.57, -0.90, -0.52], [0.66, 1.20, 0.01], [-0.90, 0.57, -1.39], [0.34, -0.31, -0.28], [0.00, 0.22, 1.22], [-0.93, -0.09, -2.14], [-0.08, 0.02, -0.22], [-0.92, 0.32, -0.90], [-0.42, -0.07, -0.27], [1.47, -0.68, 0.70], [0.76, 0.12, -0.88], [1.18, 1.22, 1.52], [-0.16, -1.45, 1.90], [-1.14, -0.98, -0.42], [-0.21, 0.15, -0.66], [-0.59, 1.27, -0.69], [-0.83, -0.23, -0.56], [1.68, -0.95, 0.89], [-0.10, -0.13, -1.87], [-1.45, -0.90, 0.45], [0.73, -0.04, 0.55], [1.57, 0.71, -0.54], [0.28, -0.81, 1.28], [-0.34, 0.21, 0.14], [0.46, -0.14, 0.28], [1.15, 0.06, 2.12]]}

***

Record 5
{"formula": "C20H27FN2O3", "method": "wB97M-V/def2-TZVPD", "homo_lumo_gap_ev": 9.5, "e_lumo_ev": 0.54, "elements": ["C", "C", "H", "H", "C", "C", "H", "H", "C", "C", "C", "N", "H", "H", "H", "C", "H", "C", "H", "H", "C", "C", "H", "H", "H", "H", "H", "C", "O", "H", "H", "H", "H", "C", "H", "C", "H", "O", "C", "H", "H", "F", "H", "C", "C", "C", "O", "N", "C", "H", "H", "H", "C"], "xyz": [[1.2253, 4.2260, 0.6147], [2.5349, 2.0397, -0.5516], [-6.7356, -1.4939, 0.3527], [2.5601, 0.2894, -1.7831], [-3.9749, 0.2801, 0.1081], [-3.4058, -0.0533, -1.2767], [-3.4056, -0.0299, 2.1732], [-2.9867, -1.3773, 1.0991], [-0.1630, -0.9025, -0.6885], [3.2429, 0.8582, -1.1505], [0.5230, -1.6843, 0.4351], [2.9525, -1.1667, 0.2705], [0.6395, 1.6170, -1.4702], [-5.5034, -1.7869, -0.8916], [4.7329, -0.5754, -0.4937], [1.1902, 2.2689, -0.8121], [-3.3636, -1.1354, -1.4152], [3.3604, -2.4494, 0.0990], [4.0578, 1.2253, -1.7779], [-0.1795, -1.8429, 1.2548], [3.8416, -0.0868, -0.0929], [0.5626, 3.3487, -0.2211], [-2.0162, 1.6024, -1.3020], [2.6217, -4.4424, 0.1573], [4.1222, 0.4755, 0.8052], [3.1190, 4.6866, 1.4864], [0.2194, -3.8028, 0.0940], [0.9811, -3.0468, -0.1031], [0.1833, -1.0372, -1.8489], [-4.0007, 1.3720, 0.2194], [1.1070, -2.9678, -1.1855], [-0.9470, -0.0579, 1.7399], [-4.0438, 0.3732, -2.0512], [3.2180, 2.9286, 0.2745], [2.2423, -3.4939, 1.6037], [-3.0341, -0.2895, 1.1813], [1.5362, 0.1861, 0.9162], [-5.3305, -0.0785, 0.2882], [2.5723, 4.0076, 0.8500], [0.6983, 5.0568, 1.0556], [-1.6850, 1.3833, 1.0382], [-0.7572, 3.5465, -0.4598], [-1.5517, 0.2421, -2.3582], [-1.9913, 0.5135, -1.3972], [2.3134, -3.4599, 0.5135], [-5.6714, -1.4357, 0.1313], [4.4402, -2.7471, -0.3695], [-1.1519, -0.0438, -0.3496], [-1.6335, 0.2901, 0.9701], [1.8615, -1.1386, 2.0459], [-5.1299, -2.0825, 0.8289], [4.2711, 2.7782, 0.4608], [1.7314, -0.8863, 0.9826]], "forces_ev_per_a": [[-0.24, -0.03, -0.10], [-0.10, 0.19, -0.06], [0.03, -0.11, -0.02], [0.05, 0.00, -0.07], [0.26, -0.11, -0.04], [-0.15, 0.22, 0.27], [-0.03, -0.01, 0.04], [0.02, -0.06, 0.04], [0.11, -0.11, 0.45], [0.11, -0.06, 0.14], [0.03, -0.02, -0.26], [0.02, 0.26, -0.18], [-0.10, -0.12, -0.10], [0.00, -0.03, 0.03], [-0.11, 0.15, 0.14], [-0.09, 0.14, 0.03], [-0.01, -0.04, -0.05], [-0.14, -0.32, 0.24], [0.00, -0.02, -0.03], [0.06, 0.04, -0.01], [0.25, -0.02, -0.24], [0.11, 0.02, 0.11], [0.06, -0.01, -0.03], [0.08, 0.09, 0.06], [0.06, -0.03, -0.07], [0.05, 0.07, 0.06], [-0.01, 0.01, -0.05], [-0.06, -0.05, 0.03], [0.20, -0.10, -0.36], [0.13, -0.09, -0.03], [-0.05, -0.03, 0.11], [0.00, 0.07, -0.05], [-0.04, -0.01, -0.04], [0.02, -0.03, 0.00], [0.04, -0.03, 0.06], [-0.18, 0.27, -0.10], [0.03, -0.09, 0.11], [-0.05, 0.12, 0.04], [0.02, -0.05, -0.01], [-0.08, 0.08, 0.03], [0.09, -0.04, 0.06], [0.09, 0.00, 0.00], [-0.05, 0.15, 0.15], [-0.09, -0.12, -0.42], [0.00, -0.08, -0.15], [0.00, 0.00, -0.01], [0.29, -0.23, -0.17], [-0.22, 0.30, -0.15], [-0.11, -0.21, 0.35], [-0.09, 0.13, -0.08], [-0.01, -0.03, -0.02], [0.12, -0.02, 0.04], [-0.32, -0.04, 0.33]]}

***

Record 6
{"formula": "C6H6O2", "method": "wB97M-V/def2-TZVPD", "homo_lumo_gap_ev": 9.6, "e_lumo_ev": 0.00, "elements": ["O", "O", "H", "H", "C", "C", "H", "C", "C", "H", "H", "C", "H", "C"], "xyz": [[-0.5605, 1.7230, -1.7686], [-1.0567, -1.3649, 0.0530], [-0.7614, -1.3969, -1.9095], [0.3054, -1.0241, 1.8856], [-0.3486, -0.7777, -1.2113], [-0.3187, 0.7094, -1.1176], [1.3455, -2.2865, -0.6453], [-0.0661, 0.7127, 0.4253], [-0.3572, 1.6214, 1.3544], [-0.5226, 1.6892, 2.6287], [-0.6012, 2.6559, 1.0228], [0.2170, -0.7644, 0.7516], [1.7632, -0.3343, -0.8806], [0.9619, -1.1627, -0.5884]], "forces_ev_per_a": [[0.71, -2.90, 0.45], [2.03, 2.31, -0.15], [-0.76, -0.69, -2.82], [0.25, 0.16, -2.40], [-0.65, -2.26, 1.96], [-1.42, 3.23, 2.21], [-1.04, 2.62, -0.14], [0.19, -0.77, 1.95], [-0.94, 2.49, 2.25], [1.04, -1.27, -3.94], [0.07, -0.85, -0.12], [-1.93, 0.09, -0.84], [-0.90, -2.19, 0.66], [3.35, 0.03, 0.93]]}